1.
This record from the Open Molecules 2025 dataset describes a structure of composition C54H41CdI4N10O. The level of theory is ωB97M-V/def2-TZVPD.

Last column: Löwdin charge in e.
CARTESIAN COORDINATES (ANGSTROEM)
I (-2.382171, 7.107383, -6.562781)  0.814
I (8.168213, 4.469352, 2.005740)  0.814
I (-5.794816, -6.494402, -5.912161)  0.802
I (1.744184, -7.456420, 5.671411)  0.813
Cd (-0.211311, -0.364289, -0.639817)  1.342
O (-3.955921, -2.351468, -0.202880)  -0.022
N (-0.879149, -0.736246, 4.556011)  -0.083
N (-1.447276, 1.636399, 4.646658)  -0.087
N (-0.849319, -0.368559, -2.813782)  0.034
N (1.080743, 1.331134, -1.439213)  0.029
N (-0.061665, -2.609653, -1.056359)  0.035
N (-1.601685, 2.206038, -0.161642)  0.188
N (-0.375277, 0.713509, 2.660634)  -0.082
N (-2.180075, -0.799550, 0.222415)  -0.031
N (0.891713, 0.933237, 4.733684)  -0.082
N (1.834179, -0.897525, 0.316119)  0.047
C (-1.814392, 5.438972, -4.098704)  -0.152
C (0.283675, -4.480731, 2.874708)  -0.024
C (-3.164157, -5.064922, -5.458223)  -0.158
C (1.575333, -6.076922, 4.100810)  -0.739
C (3.701919, -0.639489, 1.614915)  -0.026
C (-2.628796, -3.582362, -3.620132)  -0.217
C (-1.832119, 0.268411, 5.028668)  -0.184
C (-4.813391, -4.607285, -3.751587)  -0.141
C (-4.431313, -5.239920, -4.924312)  -0.739
C (-2.149957, 3.131617, 0.240085)  -0.220
C (0.440196, -0.414466, 5.109101)  -0.176
C (2.478708, 3.146387, -1.504338)  -0.011
C (2.210353, 1.857773, -0.899135)  -0.249
C (-1.847523, 5.446558, 1.077646)  -0.094
C (5.507932, 1.578984, 0.166327)  -0.027
C (2.661999, -5.852067, 3.271556)  -0.154
C (4.228095, 1.997825, 0.521795)  -0.208
C (-0.933330, -3.260607, -1.857548)  -0.250
C (-2.835525, 4.326126, 0.740972)  -0.224
C (2.548292, -4.925941, 2.242028)  -0.038
C (1.366185, -4.220565, 2.030109)  -0.196
C (-0.850097, 3.207500, -5.437913)  -0.031
C (-0.801491, -0.627100, 3.088399)  -0.187
C (-2.267737, -4.233061, -4.796560)  -0.024
C (-0.464688, 2.002074, -3.253302)  -0.084
C (4.100103, 3.136119, 1.314264)  -0.028
C (-1.127386, 0.782456, -3.470709)  -0.250
C (-1.626610, -1.345968, -3.334201)  -0.244
C (-2.471167, -0.786018, -4.376405)  0.003
C (2.004633, -2.016659, 1.066135)  -0.265
C (-0.907832, 3.185036, -4.044880)  -0.195
C (-1.339101, 1.676954, 3.176510)  -0.199
C (-2.179386, 0.532428, -4.448848)  -0.008
C (0.293091, -3.457327, -0.061756)  -0.251
C (-1.110376, -4.625433, -1.383054)  0.006
C (-3.052677, -1.577196, -0.003239)  -0.569
C (-1.748413, 5.425399, -5.483281)  -0.741
C (-1.395997, 4.319337, -3.393442)  -0.025
C (6.635659, 2.274892, 0.584904)  -0.150
C (1.485564, 3.370349, -2.398590)  -0.013
C (0.928672, 0.994227, 3.262031)  -0.168
C (1.216589, -3.187196, 0.962484)  -0.078
C (-1.266802, 4.317674, -6.161914)  -0.151
C (0.614581, 2.208740, -2.360747)  -0.276
C (-3.905721, -3.777879, -3.102751)  -0.006
C (-0.111166, 1.893588, 5.200320)  -0.190
C (5.215378, 3.846303, 1.742071)  -0.150
C (3.027639, 1.237887, 0.060398)  -0.075
C (-0.365201, -4.744480, -0.263153)  0.000
C (3.163642, -1.848131, 1.921490)  -0.020
C (2.849500, -0.045471, 0.606587)  -0.273
C (6.475519, 3.406010, 1.369726)  -0.739
C (-1.658154, -2.687176, -2.916615)  -0.074
C (0.379951, -5.402201, 3.909315)  -0.144
H (-0.644802, -3.941517, 2.721958)  0.126
H (-4.176210, -3.284918, -2.172609)  0.100
H (-1.146963, 5.127866, 1.850210)  0.069
H (-1.445500, 4.310254, -2.309350)  0.103
H (1.650866, 0.267893, 2.899806)  0.097
H (1.163917, -1.144108, 4.739571)  0.122
H (5.619536, 0.693452, -0.449500)  0.127
H (-5.804189, -4.756944, -3.343318)  0.092
H (-1.025558, 2.682567, 2.881804)  0.106
H (7.623274, 1.939570, 0.296835)  0.090
H (-0.467731, -5.580875, 4.558070)  0.093
H (3.532286, -2.552917, 2.650769)  0.098
H (1.378216, 4.214629, -3.061349)  0.104
H (-1.770454, -0.844057, 2.643137)  0.094
H (4.585420, -0.191597, 2.044357)  0.107
H (-0.451507, 2.346844, -5.961734)  0.124
H (3.108157, 3.467342, 1.602629)  0.118
H (0.201418, 2.898474, 4.906010)  0.117
H (-0.255384, -5.614413, 0.366174)  0.105
H (-1.268851, 5.729796, 0.197263)  0.073
H (1.254087, 1.993120, 2.957576)  0.120
H (-1.208110, 4.317114, -7.242260)  0.090
H (3.331462, 3.774947, -1.300033)  0.103
H (0.396457, -0.479290, 6.199151)  0.118
H (-2.383839, 6.323583, 1.439141)  0.072
H (-2.193569, 6.307267, -3.575023)  0.088
H (3.588260, -6.391936, 3.417208)  0.089
H (-2.642115, 1.267185, -5.088949)  0.100
H (-2.813306, 0.049797, 4.603873)  0.123
H (-2.315534, 1.459901, 2.737901)  0.119
H (-3.418879, 4.045394, 1.619331)  0.113
H (-1.272147, -4.083790, -5.199826)  0.123
H (-0.166107, 1.849792, 6.290680)  0.117
H (3.389834, -4.766450, 1.577593)  0.122
H (-3.540757, 4.654795, -0.023317)  0.112
H (-1.898752, 0.214263, 6.117825)  0.117
H (-0.079020, -1.355162, 2.718309)  0.102
H (-3.199086, -1.332306, -4.957194)  0.108
H (5.100419, 4.726244, 2.361583)  0.090
H (-1.733121, -5.377538, -1.843907)  0.110
H (-2.875191, -5.566264, -6.372448)  0.087

Cartesian forces, eV/Å:
0.0 -0.1 0.0
-0.1 0.0 0.0
0.0 0.0 0.0
0.0 0.0 -0.1
0.2 0.2 0.2
0.2 0.3 0.1
0.0 0.1 0.0
0.0 -0.1 0.0
0.1 0.0 -0.3
-0.1 0.2 -0.1
0.1 -0.2 0.0
-0.1 0.2 0.0
0.1 -0.1 0.1
-0.6 -0.3 0.1
-0.1 0.0 0.0
0.0 -0.1 0.1
0.0 -0.1 0.0
0.1 0.0 0.0
0.0 0.1 0.1
0.0 -0.1 0.1
0.0 0.0 0.0
0.1 -0.1 -0.1
0.1 0.0 -0.1
0.1 0.0 0.0
0.0 -0.1 -0.1
0.0 -0.1 -0.1
-0.1 0.1 -0.1
0.0 0.0 0.0
0.0 0.0 0.1
0.0 0.0 0.0
0.1 0.0 0.0
0.0 0.1 -0.1
0.0 0.0 0.0
-0.1 0.1 0.0
0.1 0.0 0.0
0.0 -0.1 -0.1
-0.1 0.0 0.1
0.1 0.0 0.0
0.1 0.1 0.1
0.0 0.0 0.0
0.0 -0.1 0.1
0.0 0.0 0.0
0.0 0.1 0.0
0.0 -0.1 0.1
0.0 0.0 0.0
0.0 0.0 -0.1
0.0 0.0 0.0
0.0 0.0 0.0
0.0 0.0 0.0
0.2 -0.2 0.0
0.0 0.0 0.0
0.1 0.1 0.1
0.0 0.1 0.0
0.0 0.0 0.1
-0.1 0.0 0.0
-0.1 0.0 0.0
-0.1 0.0 0.1
0.0 0.1 -0.1
0.0 0.0 0.1
0.1 0.0 -0.1
-0.1 0.0 0.1
0.0 -0.1 -0.1
-0.1 -0.1 0.0
-0.1 0.0 0.0
0.0 0.1 0.0
0.0 0.0 0.0
0.0 0.1 0.1
0.1 0.1 0.0
0.0 0.0 0.0
0.0 0.0 -0.1
0.0 0.0 0.0
0.0 0.0 -0.1
0.0 0.0 0.0
0.0 0.0 -0.1
0.1 -0.1 0.0
0.0 0.0 0.0
0.0 0.0 0.0
0.0 0.0 0.0
0.0 0.0 0.0
0.0 0.0 0.0
0.0 0.0 0.0
0.0 0.0 -0.1
0.0 0.0 0.0
0.0 0.0 0.0
-0.1 0.0 0.0
0.0 0.0 0.0
0.0 0.0 0.0
0.0 0.0 0.0
0.0 0.0 0.0
0.0 0.0 0.0
0.0 0.0 0.0
0.0 0.0 0.0
0.0 0.0 0.0
0.0 0.0 0.0
0.0 0.0 0.0
0.0 0.0 0.0
0.0 0.0 0.0
0.0 0.0 0.0
0.0 0.0 0.0
0.0 0.0 0.0
0.0 0.0 0.0
0.0 0.0 0.0
0.0 0.0 0.0
0.0 0.0 0.0
0.0 0.0 0.0
0.0 0.0 0.0
0.0 0.0 0.0
0.0 0.0 0.0
0.0 0.0 0.0
0.0 0.0 0.0
0.0 0.0 0.0

Its electronic energy is -4063.83822 Ha. The spin multiplicity is 1. The value obtained for the highest occupied orbital energy is -4.30 eV. The value obtained for the LUMO energy is 1.2 eV. As for the total charge: -1. The value obtained for the energy relative to the best compared isomer or geometry (same formula, charge and spin) is 3.0 kJ/mol. The calculation puts the largest force on an atom at 0.67 eV Å⁻¹.

---

2.
This record from the Open Molecules 2025 dataset describes a structure of composition C54H42BI4N8OS3W. The level of theory is ωB97M-V/def2-TZVPD.

Last column: Löwdin charge in e.
CARTESIAN COORDINATES (ANGSTROEM)
W (-0.022721, -0.052642, -0.147604)  1.412
I (3.388797, 8.882766, 0.661721)  0.895
I (-3.261069, -9.240208, -1.690303)  0.905
I (8.933651, -3.646641, -2.400172)  0.897
I (-8.268853, 3.294533, -4.677142)  0.901
S (-0.579295, 1.790940, 1.528222)  0.797
S (-1.192759, -2.456656, 2.126916)  0.944
S (1.774278, -0.532621, 1.899222)  0.723
O (-1.172383, -1.081617, 1.459215)  -0.728
N (1.793888, 0.722124, -0.956087)  -0.032
N (-0.975911, 0.964378, 4.110812)  0.012
N (0.819231, -1.895360, -0.692944)  -0.044
N (-1.717479, -0.880275, -1.181794)  -0.007
N (-0.688336, 1.664095, -1.235976)  -0.082
N (1.573367, 1.533383, 3.736697)  -0.016
N (3.355791, 1.608518, 2.493993)  -0.102
N (-2.764793, 0.904940, 2.873653)  -0.111
C (6.146097, -2.687766, -3.059294)  -0.136
C (1.577251, 4.954383, 0.755132)  -0.018
C (-2.038093, 0.633544, 4.918487)  -0.068
C (2.157891, 2.039407, -1.015567)  -0.221
C (-2.138646, 3.404092, -1.713013)  0.031
C (2.034058, 6.218241, 1.097801)  -0.136
C (-6.576063, 1.954398, -2.565723)  -0.137
C (-1.140024, -5.483852, -2.012678)  -0.026
C (-1.942359, 1.981173, -1.691211)  -0.221
C (-2.944496, -2.616806, 2.452046)  -0.209
C (-0.078474, 2.895385, -1.016509)  -0.321
C (-4.189999, 1.588619, -2.651689)  -0.210
C (2.354356, -3.620949, -0.648783)  0.042
C (-2.780871, -0.281704, -1.827688)  -0.217
C (2.682548, 6.993414, 0.147590)  -0.741
C (-1.001175, 3.966745, -1.255008)  0.035
C (-1.671769, -4.687623, -1.001473)  -0.201
C (4.502025, -1.876897, -1.495073)  -0.219
C (7.035157, -2.887364, -2.012291)  -0.741
C (-2.017458, -2.239269, -1.184151)  -0.222
C (2.284453, 2.659466, 4.079054)  -0.049
C (2.406209, 5.253520, -1.478852)  -0.030
C (-1.589697, -6.777712, -2.216114)  -0.130
C (-3.155390, 0.584840, 4.151116)  -0.048
C (3.395530, 2.711698, 3.312349)  -0.033
C (-0.667571, -2.263307, 3.817247)  -0.232
C (2.927035, 0.026869, -1.353561)  -0.233
C (2.160607, -2.220870, -0.820091)  -0.258
C (-2.586289, -7.295124, -1.400034)  -0.741
C (-3.617969, 1.012583, 1.705052)  -0.019
C (2.222850, 0.916184, 2.733302)  -0.667
C (-1.435327, 1.146149, 2.875177)  -0.632
C (-3.754280, -1.262433, -2.220754)  0.027
C (3.142138, -1.335159, -1.214240)  -0.088
C (4.880725, -2.186069, -2.795620)  -0.018
C (-6.523510, 2.566199, -3.809999)  -0.740
C (3.503891, 2.188464, -1.462440)  0.018
C (-2.679108, -5.218678, -0.205335)  -0.029
C (5.400239, -2.081895, -0.455385)  -0.021
C (-5.409905, 1.466419, -1.995464)  -0.031
C (3.963395, 0.939316, -1.721243)  0.015
C (4.480007, 1.156716, 1.701084)  -0.013
C (-2.935387, 1.073529, -2.039805)  -0.074
C (0.179072, -3.110387, -0.595699)  -0.271
C (-5.314307, 2.696402, -4.478799)  -0.134
C (1.124482, -4.172650, -0.485025)  0.020
C (-3.297512, -2.459915, -1.806823)  0.029
C (-3.136527, -6.514573, -0.394130)  -0.136
C (6.666913, -2.587650, -0.708416)  -0.136
C (1.268778, 3.095094, -0.830801)  -0.089
C (-1.179827, -3.288273, -0.842014)  -0.111
C (1.765612, 4.461799, -0.532486)  -0.196
C (-4.154745, 2.209791, -3.896472)  -0.023
C (2.863916, 6.518483, -1.144802)  -0.137
B (0.485444, 0.975370, 4.705088)  -0.411
H (5.188957, 0.627082, 2.338854)  0.107
H (7.360173, -2.746332, 0.105506)  0.097
H (4.121608, 0.484058, 0.931080)  0.039
H (-3.239016, -1.858351, 3.176185)  0.045
H (3.351879, 7.131498, -1.888884)  0.097
H (0.455823, 1.704726, 5.661141)  0.083
H (-5.275472, 3.170978, -5.449134)  0.098
H (-4.619848, 0.694964, 1.985385)  0.099
H (-3.228724, 0.371523, 0.911074)  0.066
H (-3.640938, 2.042401, 1.349061)  0.097
H (6.435775, -2.923326, -4.073567)  0.097
H (3.307401, -4.120167, -0.676476)  0.127
H (-1.169628, -7.376094, -3.012586)  0.100
H (1.075056, 4.337485, 1.491986)  0.098
H (4.023783, 3.122044, -1.588827)  0.116
H (-1.905563, 0.455291, 5.969226)  0.135
H (-0.772564, 5.010343, -1.130531)  0.129
H (4.934620, 0.652406, -2.085328)  0.126
H (-7.516857, 1.859742, -2.042337)  0.097
H (1.946454, 3.311910, 4.860543)  0.123
H (5.105531, -1.851921, 0.561057)  0.121
H (-3.920090, -6.908654, 0.237715)  0.097
H (-0.831996, -3.234319, 4.285203)  0.077
H (-1.253710, -1.491186, 4.312074)  0.037
H (-4.177917, 0.368370, 4.401302)  0.129
H (4.214304, 3.406147, 3.291697)  0.129
H (-3.211266, 2.308235, -4.417944)  0.129
H (-3.150140, -3.615313, 2.830996)  0.069
H (-0.372723, -5.080880, -2.660995)  0.131
H (-3.131535, -4.619987, 0.569771)  0.095
H (-4.653383, -1.053007, -2.772345)  0.122
H (-3.753667, -3.422878, -1.954502)  0.122
H (1.882862, 6.594161, 2.099910)  0.097
H (4.964829, 2.017449, 1.248209)  0.100
H (-5.449736, 0.994140, -1.021652)  0.117
H (-3.455347, -2.450584, 1.504228)  0.057
H (4.183541, -2.030106, -3.608452)  0.129
H (-3.038315, 3.894002, -2.039303)  0.123
H (2.527081, 4.893949, -2.492743)  0.126
H (0.880604, -5.209635, -0.339942)  0.124
H (0.389512, -2.016218, 3.818402)  0.013
H (0.769316, -0.154980, 5.010584)  0.076

Cartesian forces, eV/Å:
-0.4 0.1 0.7
0.0 0.0 0.0
0.0 0.0 0.0
0.0 0.0 0.0
0.0 0.0 0.0
0.1 0.0 -0.2
-0.1 -0.1 0.0
0.0 0.0 -0.1
0.3 0.1 -0.1
0.2 0.0 -0.3
0.0 0.1 0.0
0.3 -0.4 0.0
0.1 0.0 -0.2
0.0 0.3 -0.3
-0.1 0.0 0.0
0.0 0.1 -0.2
0.0 0.1 0.0
0.0 0.0 0.0
0.0 0.0 0.0
-0.1 0.0 -0.1
0.1 0.0 0.0
0.1 0.0 0.0
0.0 0.0 0.0
0.0 0.0 0.0
0.0 0.0 -0.1
-0.2 -0.1 0.1
0.0 0.0 0.0
0.0 0.0 -0.2
0.0 0.0 0.0
-0.1 0.0 0.0
-0.1 -0.1 0.1
0.0 0.0 0.0
-0.1 -0.2 0.0
-0.1 0.0 0.0
0.0 0.0 0.0
0.0 0.0 0.0
-0.1 0.0 -0.1
0.1 0.0 -0.1
-0.1 0.0 0.0
0.0 0.0 0.0
0.1 0.0 0.1
0.0 0.0 0.2
0.0 0.0 0.0
0.1 0.0 0.1
-0.1 0.0 0.0
0.0 0.0 0.0
0.0 0.0 0.0
-0.1 -0.3 0.2
0.0 0.1 0.0
0.1 0.0 0.1
0.0 0.1 0.0
0.0 0.0 0.0
0.0 0.0 0.0
0.0 -0.1 0.1
0.0 0.0 0.0
0.0 0.0 0.0
0.0 0.0 0.0
-0.1 0.0 0.1
0.0 0.0 -0.1
0.2 0.1 0.1
0.1 0.0 -0.1
0.0 0.0 0.0
0.1 0.1 0.0
0.1 0.1 0.1
0.0 0.0 0.0
0.0 0.0 0.0
-0.2 0.0 0.0
-0.1 0.1 0.0
0.1 0.0 0.0
0.0 0.0 0.0
0.0 0.0 0.1
0.0 0.0 0.0
0.0 0.0 0.0
0.0 0.0 0.0
0.0 0.0 0.0
0.0 0.0 0.0
0.0 0.0 0.0
0.0 0.0 0.0
0.0 0.0 0.0
0.0 0.0 0.0
0.0 0.0 0.1
0.0 0.0 0.0
0.0 0.0 0.0
0.0 0.0 0.0
0.0 0.0 0.0
0.0 0.0 0.0
0.0 0.1 0.0
0.0 0.0 0.1
0.0 0.1 0.0
0.0 0.0 0.0
0.0 0.0 0.0
0.0 0.0 0.0
0.0 0.0 0.0
0.0 0.0 0.0
0.0 -0.1 0.0
0.1 -0.1 -0.1
0.0 0.0 0.0
0.0 0.0 0.0
0.0 0.0 0.0
0.0 -0.1 0.0
0.0 0.0 0.0
0.0 0.1 0.1
0.0 0.0 0.0
0.0 -0.1 0.0
0.0 0.0 0.0
0.0 0.0 0.0
0.0 0.0 0.0
0.0 -0.1 0.0
0.0 0.0 0.0
-0.1 0.0 0.0
0.0 0.0 0.0
0.0 -0.1 0.0
0.0 0.0 0.0
0.0 0.0 0.0

Its electronic energy is -5073.51896 Ha. The spin multiplicity is 1. The value obtained for the highest occupied orbital energy (alpha / beta) is -9.27 / -9.28 eV. The value obtained for the LUMO energy (alpha / beta) is -3.8 / -3.8 eV. As for the total charge: +1. The value obtained for the energy relative to the best compared isomer or geometry (same formula, charge and spin) is 30.7 kJ/mol. The calculation puts the largest force on an atom at 0.84 eV Å⁻¹.